The following is a DFT calculation (wB97M-V/def2-TZVPD) of 2 unconnected molecules or ions with the total composition C3H8OS2 at a distorted geometry.

Molecular weight: 124.2 g/mol
Frontier orbital gap: 8.54 eV
Energy above the lowest of the compared OMol25 structures with the same formula, charge and spin: 20.6 kcal/mol
Lowest unoccupied orbital energy: 0.0 eV
HOMO: -8.5 eV

Each line ends with the natural charge from an NBO analysis.
Element x y z (Å)
C -1.092 -0.183 -1.834  -0.73
C 0.361 0.146 -1.912  0.45
O 0.801 1.231 -2.197  -0.53
H -1.574 -0.319 -2.802  0.25
H -1.209 -1.057 -1.198  0.23
H -1.664 0.660 -1.427  0.23
H 1.044 -0.729 -1.872  0.10
C 0.402 -0.787 2.471  -0.77
S -0.601 0.311 1.476  0.09
S 1.057 1.737 1.239  -0.15
H 0.371 -0.622 3.548  0.22
H 0.148 -1.833 2.272  0.23
H 1.449 -0.737 2.161  0.24
H 0.507 2.183 0.075  0.16

---

The following is a DFT calculation (wB97M-V/def2-TZVPD) of a single C3H8OS2 molecule at a distorted geometry.

Molecular weight: 124.2 g/mol
Frontier orbital gap: 9.22 eV
Energy above the lowest of the compared OMol25 structures with the same formula, charge and spin: 13.8 kcal/mol
Lowest unoccupied orbital energy: 0.3 eV
HOMO: -8.9 eV

Each line ends with the natural charge from an NBO analysis.
Element x y z (Å)
O 0.466 1.187 -2.402  -0.72
C 0.831 0.599 -1.176  -0.06
C -0.331 -0.199 -0.558  -0.45
C -0.802 0.204 0.790  -0.53
S -1.798 -1.042 1.682  0.11
S -0.394 -1.609 3.173  -0.16
H 1.172 1.751 -2.720  0.47
H 1.615 -0.138 -1.434  0.16
H 1.205 1.282 -0.403  0.16
H -1.227 -0.148 -1.213  0.23
H -0.055 -1.265 -0.495  0.21
H 0.032 0.411 1.472  0.23
H -1.379 1.135 0.843  0.22
H 0.666 -2.170 2.440  0.13

---

The following is a DFT calculation (wB97M-V/def2-TZVPD) of a single C3H8OS2 molecule at a distorted geometry.

Molecular weight: 124.2 g/mol
Frontier orbital gap: 8.99 eV
Energy above the lowest of the compared OMol25 structures with the same formula, charge and spin: 32.1 kcal/mol
Lowest unoccupied orbital energy: 0.5 eV
HOMO: -8.5 eV

Each line ends with the natural charge from an NBO analysis.
Element x y z (Å)
C 0.319 -1.447 0.061  -0.67
C -0.245 -0.003 0.241  -0.17
S 0.648 1.058 1.647  -0.08
S -2.003 -0.204 0.929  -0.03
C -0.077 0.855 -1.112  -0.11
O -0.523 2.226 -0.841  -0.74
H 0.294 -2.030 1.039  0.23
H -0.003 -2.087 -0.742  0.23
H 1.331 -1.299 -0.234  0.21
H 0.746 2.064 0.794  0.15
H -2.524 0.524 0.024  0.10
H 0.954 0.733 -1.441  0.20
H -0.820 0.310 -1.714  0.19
H -1.182 2.527 -1.482  0.49

---

The following is a DFT calculation (wB97M-V/def2-TZVPD) of 2 unconnected molecules or ions with the total composition C3H8S at a distorted geometry.

Molecular weight: 76.2 g/mol
Frontier orbital gap (spin up / spin down): 2.84 / 8.97 eV
Charge: -1
Spin multiplicity: 2
Energy above the lowest of the compared OMol25 structures with the same formula, charge and spin: 45.5 kcal/mol
Lowest unoccupied orbital energy (spin up / spin down): 3.9 / 3.8 eV
HOMO (spin up / spin down): 1.1 / -5.1 eV

Each line ends with the Löwdin spin population.
Element x y z (Å)
S -1.707 1.417 0.688  0.50
H -1.811 1.691 1.977  0.06
H -0.442 0.783 0.906  0.09
C 2.168 -0.391 -1.072  0.06
C 1.258 -1.084 -0.098  0.10
C 0.174 -1.761 -0.529  0.10
H 2.319 0.667 -0.815  0.02
H 1.960 -0.405 -2.136  0.00
H 3.176 -0.811 -0.947  0.01
H 1.656 -1.078 0.908  0.05
H -0.285 -2.520 0.093  0.01
H -0.237 -1.506 -1.495  0.00

---

The following is a DFT calculation (wB97M-V/def2-TZVPD) of a single C3H8S molecule at a distorted geometry.

Molecular weight: 76.2 g/mol
Frontier orbital gap: 10.08 eV
Energy above the lowest of the compared OMol25 structures with the same formula, charge and spin: 9.5 kcal/mol
Lowest unoccupied orbital energy: 1.0 eV
HOMO: -9.0 eV

Each line ends with the natural charge from an NBO analysis.
Element x y z (Å)
C 0.043 2.450 0.487  -0.61
C -0.065 1.047 -0.154  -0.42
C -0.074 -0.250 0.663  -0.49
S 0.041 -1.624 -0.571  -0.07
H 0.775 2.977 -0.122  0.21
H 0.350 2.381 1.539  0.20
H -0.840 3.084 0.513  0.21
H -0.900 1.097 -0.860  0.21
H 0.825 0.969 -0.787  0.20
H -1.021 -0.466 1.152  0.21
H 0.708 -0.161 1.409  0.21
H 0.441 -2.624 0.256  0.13

---

The following is a DFT calculation (wB97M-V/def2-TZVPD) of 2 unconnected molecules or ions with the total composition C3H8S at a distorted geometry.

Molecular weight: 76.2 g/mol
Frontier orbital gap: 10.09 eV
Energy above the lowest of the compared OMol25 structures with the same formula, charge and spin: 45.5 kcal/mol
Lowest unoccupied orbital energy: 1.0 eV
HOMO: -9.1 eV

Each line ends with the natural charge from an NBO analysis.
Element x y z (Å)
C -3.894 -2.572 1.382  -0.37
C -4.427 -3.723 1.624  -0.36
H -4.254 -1.982 0.600  0.18
H -3.268 -2.131 2.008  0.19
H -5.270 -4.213 1.324  0.19
H -4.072 -4.271 2.584  0.17
C 4.496 2.977 -1.215  -0.72
S 3.033 3.039 -2.288  -0.06
H 4.259 2.266 -0.388  0.23
H 5.309 2.717 -1.868  0.22
H 4.559 3.867 -0.672  0.21
H 3.528 4.026 -3.092  0.12